1.
Entry from the Open Molecules 2025 dataset: a gas-phase ion, C4H10N3 (charge +1) (wB97M-V/def2-TZVPD).

The total charge is +1. As for the HOMO energy: -13.8 eV. The SMILES is C=NC[N+](=C)CN. Its frontier orbital gap is 0.349 hartree.

The geometry in XYZ format:
```
17
Properties=species:S:1:pos:R:3:nbo_charge:R:1
C -0.72962 -2.51632 -0.48366 0.03
N -0.21506 -1.34961 -0.44578 -0.46
C 0.25999 -0.64491 0.74055 -0.11
N -0.24869 0.64628 0.53890 -0.25
C -1.16621 1.17720 1.21522 0.10
C 0.15248 1.31906 -0.92192 0.00
N 1.41739 0.89836 -1.26690 -0.83
H -1.20210 -2.92941 -1.41441 0.19
H -1.03294 -3.21324 0.21051 0.17
H -0.13327 -1.08619 1.75422 0.20
H 1.38569 -0.71770 0.88061 0.27
H -1.65284 2.08333 1.02426 0.22
H -1.58652 0.54128 2.04048 0.21
H 0.04377 2.32551 -0.70232 0.20
H -0.76310 0.93055 -1.42633 0.23
H 2.11878 1.72806 -1.17788 0.41
H 1.62373 0.17574 -1.89515 0.42
```

---

2.
Entry from the Open Molecules 2025 dataset: a molecular structure, C4H10N3 (wB97M-V/def2-TZVPD).

The total charge is +1. As for the HOMO energy: -13.5 eV. Its frontier orbital gap is 0.361 hartree.

The geometry in XYZ format:
```
17
Properties=species:S:1:pos:R:3:nbo_charge:R:1
C 1.41430 -0.03787 0.39857 0.21
C -1.44716 0.15300 -0.02089 0.58
C 1.99953 -0.37943 -0.94028 -0.67
C 0.14929 -0.58081 0.87613 -0.37
N 2.01898 0.85434 1.01602 -0.55
N -2.54384 -0.38959 0.22630 -0.72
N -1.31635 1.06767 -0.91261 -0.74
H 2.54347 -1.26594 -0.82600 0.25
H 2.73532 0.36065 -1.17506 0.26
H 1.28382 -0.59066 -1.74848 0.22
H -0.05087 -1.75370 0.69309 0.24
H -0.01965 -0.46028 1.89578 0.23
H 1.77964 1.12806 1.98510 0.36
H -2.62615 -1.19262 0.95672 0.46
H -3.32335 -0.10031 -0.26106 0.41
H -0.47004 1.52610 -1.01784 0.43
H -2.12694 1.66141 -1.14549 0.42
```

---

3.
Entry from the Open Molecules 2025 dataset: a gas-phase ion, C4H10N3 (charge +1) (wB97M-V/def2-TZVPD).

The total charge is +1. As for the HOMO energy: -13.4 eV. The SMILES is N[C@@H]1CNC(=[NH2+])C1. Its frontier orbital gap is 0.336 hartree.

The geometry in XYZ format:
```
17
Properties=species:S:1:pos:R:3:nbo_charge:R:1
N -1.35748 0.95626 0.98117 -0.87
C -1.15788 0.39278 -0.31417 -0.03
C -0.94797 -1.15994 -0.23240 -0.28
N 0.38884 -1.36346 0.42478 -0.61
C 1.31583 0.01660 -0.02072 0.62
N 2.54828 0.17431 0.36756 -0.72
C 0.29900 0.87666 -0.76549 -0.52
H -2.29800 1.27786 1.10673 0.40
H -0.92283 0.44538 1.77817 0.40
H -1.82673 0.54375 -1.14836 0.25
H -1.49307 -1.34294 0.65560 0.23
H -1.20934 -1.93459 -0.97976 0.23
H 0.87176 -2.26879 0.26198 0.41
H 2.79582 1.24473 0.35894 0.47
H 3.06059 -0.64183 0.80059 0.47
H 0.35270 1.86510 -0.40462 0.27
H 0.54533 0.63572 -1.84224 0.28
```

---

4.
Entry from the Open Molecules 2025 dataset: 2 unconnected molecules or ions with the total composition C4H10N3 (wB97M-V/def2-TZVPD).

The total charge is +1. As for the HOMO energy: -13.5 eV. Its frontier orbital gap is 0.336 hartree.

The geometry in XYZ format:
```
17
Properties=species:S:1:pos:R:3:nbo_charge:R:1
C -2.40573 -0.02093 1.28909 0.67
C 1.36024 0.53469 -0.50623 0.32
C 1.45208 1.35954 -1.68794 -0.71
C 0.63250 -1.44773 0.70778 -0.44
N -2.20233 1.18308 1.07204 -0.76
N -2.36867 -1.21158 1.18860 -0.76
N 0.58248 -0.46818 -0.38542 -0.39
H -2.83381 1.84112 1.48855 0.41
H 2.17569 0.73283 0.15918 0.22
H 1.44359 2.41034 -1.43464 0.28
H 0.67039 1.30433 -2.47474 0.26
H 2.45813 1.17836 -1.99872 0.28
H 1.66283 -1.91890 0.59609 0.23
H 0.76587 -1.03271 1.77220 0.26
H -0.20944 -2.05769 0.48181 0.25
H -3.08158 -1.82679 0.78668 0.44
H -0.10223 -0.55980 -1.05431 0.42
```

---

Most favorable structure: 4. The second most favorable one is 0.255 eV above it.

---

1.
Entry from the Open Molecules 2025 dataset: 2 unconnected molecules or ions with the total composition C2H6N3O2 (wB97M-V/def2-TZVPD).

The total charge is +1. As for the HOMO energy: -14.4 eV. Its frontier orbital gap is 0.376 hartree.

The geometry in XYZ format:
```
13
Properties=species:S:1:pos:R:3:nbo_charge:R:1
C 1.31020 1.03510 0.30135 0.95
C 1.61172 -1.23898 -0.12741 -0.27
N -2.41540 -0.03260 0.43339 0.22
N -1.23615 -0.04858 -0.06259 -0.56
N 1.00993 2.04426 -0.21960 -0.53
O -3.47945 -0.04629 -0.16983 -0.36
O 1.74303 -0.01306 0.64431 -0.38
H 2.20673 -1.98641 0.53537 0.25
H 2.14927 -1.26373 -1.04781 0.23
H 0.59623 -1.45265 -0.35821 0.24
H -1.46147 -0.04142 -1.08081 0.35
H -2.41434 0.19733 1.36934 0.36
H 0.37969 2.84703 -0.21749 0.49
```

---

2.
Entry from the Open Molecules 2025 dataset: a molecular structure, C2H6N3O2 (wB97M-V/def2-TZVPD).

The total charge is +1. As for the HOMO energy: -15.0 eV. Its frontier orbital gap is 0.423 hartree.

The geometry in XYZ format:
```
13
Properties=species:S:1:pos:R:3:nbo_charge:R:1
C 1.51084 -0.03614 -0.04521 0.88
C -1.19542 -0.03292 -0.51877 0.39
N -0.35411 0.15851 0.57121 -0.38
N 2.15712 1.04742 0.02627 -0.79
N -0.86344 -1.15321 0.43232 -0.43
O 1.64625 -1.12806 -0.37242 -0.49
O -2.41289 0.45285 -0.33323 -0.66
H -1.01386 -0.11551 -1.50933 0.21
H 1.82259 1.94122 0.27514 0.45
H 3.07010 1.12910 -0.40173 0.45
H -1.56066 -1.34836 1.15186 0.43
H -0.26053 -1.85534 0.23916 0.42
H -2.54599 0.94044 0.48474 0.51
```

---

Most favorable structure: 2. The second most favorable one is 2.437 eV above it.

---

1.
Entry from the Open Molecules 2025 dataset: a gas-phase ion, C2H6N3O2 (charge +1) (wB97M-V/def2-TZVPD).

The total charge is +1. As for the HOMO energy: -13.4 eV. Its frontier orbital gap is 0.305 hartree.

The geometry in XYZ format:
```
13
Properties=species:S:1:pos:R:3:nbo_charge:R:1
C -1.22249 -0.24994 -0.02557 0.54
C 2.16739 0.33733 -0.34830 0.68
N -0.11771 0.66510 -0.33387 -0.35
N -0.88048 -1.45289 0.08661 -0.71
N -2.34190 0.33199 0.26451 -0.81
O 0.99236 0.05939 0.16517 -0.22
O 3.10269 -0.30999 0.19304 -0.54
H 2.51755 1.07909 -1.13603 0.24
H 0.12431 1.26695 -1.16608 0.40
H -1.61211 -2.13284 0.35588 0.38
H -2.54109 1.32616 0.09062 0.41
H -3.02811 0.02202 0.98159 0.43
H 2.83958 -0.94237 0.87243 0.55
```

---

2.
Entry from the Open Molecules 2025 dataset: a gas-phase ion, C2H6N3O2 (charge +1) (wB97M-V/def2-TZVPD).

The total charge is +1. As for the HOMO energy: -14.4 eV. The SMILES is NC(=O)N/[NH+]=C/O. Its frontier orbital gap is 0.361 hartree.

The geometry in XYZ format:
```
13
Properties=species:S:1:pos:R:3:nbo_charge:R:1
N 0.27894 1.16223 -1.35122 -0.87
C 1.28003 0.57839 -0.63084 0.76
O 2.30461 0.09073 -1.07391 -0.51
N 0.96588 0.43361 0.82495 -0.49
N -0.07361 -0.47096 1.19191 -0.29
C -1.09192 -0.70918 0.42664 0.48
O -2.02148 -1.46528 0.91367 -0.59
H -0.46231 1.85979 -1.16655 0.44
H 0.70252 1.28823 -2.32949 0.44
H 1.84197 0.27430 1.40166 0.43
H -0.12361 -0.71244 2.13398 0.44
H -0.94857 -0.51764 -0.56170 0.21
H -2.65243 -1.81179 0.22089 0.54
```

---

Most favorable structure: 2. The second most favorable one is 2.191 eV above it.

---

1.
Entry from the Open Molecules 2025 dataset: a single C3HClNP molecule (wB97M-V/def2-TZVPD).

As for the HOMO energy: -10.1 eV. The SMILES is N#CC1=P(Cl)=C1. Its frontier orbital gap is 0.334 hartree.

The geometry in XYZ format:
```
7
Properties=species:S:1:pos:R:3:nbo_charge:R:1
N 0.90620 0.26495 -2.63478 -0.23
C 0.79468 -0.08308 -1.55255 0.22
C 0.38605 -0.29435 -0.22949 -0.35
P -1.17985 -0.80816 0.53886 0.81
Cl -2.15117 0.97723 0.61574 -0.32
C 0.44584 -0.32005 1.19409 -0.38
H 0.79824 0.26347 2.06812 0.26
```

---

2.
Entry from the Open Molecules 2025 dataset: a single C3HClNP molecule (wB97M-V/def2-TZVPD).

As for the HOMO energy: -8.3 eV. Its frontier orbital gap is 0.220 hartree.

The geometry in XYZ format:
```
7
Properties=species:S:1:pos:R:3:nbo_charge:R:1
C 0.11829 1.68881 -0.06111 0.14
C -0.87288 -0.66649 0.10034 -0.49
C -0.68607 0.61051 -0.08175 -0.04
N 0.74573 2.66293 -0.11873 -0.25
P 0.67471 -1.34283 0.94550 0.66
Cl 1.78295 -1.71894 -0.66480 -0.25
H -1.76273 -1.23400 -0.11946 0.22
```

---

Most favorable structure: 1. The second most favorable one is 1.472 eV above it.

---

1.
Entry from the Open Molecules 2025 dataset: 2 unconnected molecules or ions with the total composition CH3NS2 (wB97M-V/def2-TZVPD).

As for the HOMO energy (spin up / spin down): -9.3 / -9.5 eV. Its frontier orbital gap (spin up / spin down) is 0.276 / 0.242 hartree.

The geometry in XYZ format:
```
7
Properties=species:S:1:pos:R:3:nbo_charge:R:1
C -0.84580 -0.81283 -0.00726 -0.11
N 0.36069 -0.43027 -0.03381 -0.56
S -1.39735 -2.09705 0.97046 0.15
S 0.77060 2.31695 0.04815 -0.14
H -1.55713 -0.35782 -0.68604 0.20
H 1.00713 -0.81917 0.64350 0.36
H 1.66185 2.20021 -0.93500 0.10
```

---

2.
Entry from the Open Molecules 2025 dataset: 2 unconnected molecules or ions with the total composition CH3NS2 (wB97M-V/def2-TZVPD).

As for the HOMO energy: -9.6 eV. The SMILES is N=C=S.S. Its frontier orbital gap is 0.372 hartree.

The geometry in XYZ format:
```
7
Properties=species:S:1:pos:R:3:nbo_charge:R:1
N 1.12322 0.61653 0.06473 -0.69
C 2.24405 0.11596 0.11536 0.19
S 3.65530 -0.37491 -0.19800 0.08
H 0.58797 0.93831 0.88713 0.42
S -2.20362 -0.94558 -0.03802 -0.30
H -3.40148 -0.34592 0.18632 0.14
H -2.00544 -0.00439 -1.01752 0.15
```

---

3.
Entry from the Open Molecules 2025 dataset: 2 unconnected molecules or ions with the total composition CH3NS2 (wB97M-V/def2-TZVPD).

As for the HOMO energy: -9.2 eV. Its frontier orbital gap is 0.332 hartree.

The geometry in XYZ format:
```
7
Properties=species:S:1:pos:R:3:nbo_charge:R:1
C 3.01545 1.62477 -0.92748 -0.14
N -1.40948 -0.87850 0.56971 -0.94
S 1.94719 2.39389 -0.09439 0.13
S -0.34168 -0.78410 -0.74225 0.12
H 0.70389 -1.11120 0.14129 0.12
H -2.25104 -1.27501 0.29750 0.36
H -1.66433 0.03015 0.75562 0.35
```

---

Most favorable structure: 2. The second most favorable one is 2.462 eV above it.

---

1.
Entry from the Open Molecules 2025 dataset: a gas-phase ion, C3H11ClNSi (charge +1) (wB97M-V/def2-TZVPD).

The total charge is +1. As for the HOMO energy: -14.8 eV. The SMILES is C[Si](C)(Cl)C[NH3+]. Its frontier orbital gap is 0.420 hartree.

The geometry in XYZ format:
```
17
Properties=species:S:1:pos:R:3:nbo_charge:R:1
C 1.63242 -0.90264 -1.38105 -1.21
Si 0.67871 0.05288 -0.10829 1.53
C 1.36422 -0.27256 1.64614 -1.10
Cl 0.51873 2.12447 -0.02251 -0.34
C -1.55544 -0.20773 -0.45748 -0.57
N -2.30829 0.99998 0.19869 -0.76
H 2.74185 -1.02501 -1.04813 0.29
H 1.21975 -1.96758 -1.54406 0.29
H 1.66423 -0.42593 -2.44895 0.29
H 1.03878 -1.05925 2.18592 0.25
H 2.48343 -0.46568 1.43012 0.26
H 1.37571 0.61250 2.24110 0.26
H -2.00783 -1.20207 -0.27097 0.24
H -1.77954 -0.07557 -1.49101 0.22
H -1.44568 1.80756 0.27197 0.45
H -3.11458 1.26208 -0.39694 0.45
H -2.50647 0.74456 1.19546 0.44
```

---

2.
Entry from the Open Molecules 2025 dataset: a gas-phase ion, C3H11ClNSi (charge +1) (wB97M-V/def2-TZVPD).

The total charge is +1. As for the HOMO energy: -14.7 eV. The SMILES is C[NH+](C)C[SiH2]Cl. Its frontier orbital gap is 0.425 hartree.

The geometry in XYZ format:
```
17
Properties=species:S:1:pos:R:3:nbo_charge:R:1
C 0.56548 -1.56423 0.60415 -0.43
N 0.58371 -0.16129 0.77511 -0.34
C 1.47492 0.48169 -0.20757 -0.45
C -0.74113 0.56230 0.61613 -0.56
Si -1.76772 0.49392 -1.25658 1.04
Cl -2.51814 2.34084 -1.20365 -0.32
H 0.45865 -1.71491 -0.39433 0.22
H 1.42790 -2.15764 0.70546 0.25
H -0.08594 -1.92781 1.36465 0.23
H 0.71973 -0.09408 1.77715 0.44
H 2.45848 0.17879 -0.12413 0.24
H 1.28847 0.27283 -1.21795 0.24
H 1.54555 1.57008 -0.25938 0.25
H -1.26176 0.11865 1.38957 0.21
H -0.51064 1.58853 0.67859 0.24
H -0.59201 0.30688 -2.04247 -0.17
H -3.04555 -0.29455 -1.20474 -0.09
```

---

Most favorable structure: 1. The second most favorable one is 1.697 eV above it.